Density functional theory data (ωB97M-V with the def2-TZVPD basis set) for a structure of composition C34H31AsClN6O6PtS.

Last column: Löwdin charge in e.
Positions of all 81 atoms, in Å:
Pt (-0.5599, 2.1517, -0.0891)  0.92
O (3.3856, 2.0314, 4.4209)  0.13
C (4.0350, 2.0032, 3.2785)  -0.52
O (5.2309, 1.8651, 3.2258)  0.07
C (3.2186, 2.1100, 2.0112)  -0.06
C (3.7542, 2.0471, 0.7405)  -0.55
Cl (5.3945, 1.8982, 0.3617)  0.89
N (2.7478, 2.1094, -0.1804)  0.00
N (1.5698, 2.2056, 0.4870)  0.01
C (1.8288, 2.2056, 1.7867)  -0.14
C (0.6491, 2.2439, 2.7377)  -0.55
O (0.8553, 2.2849, 3.9530)  0.07
O (-0.4983, 2.2150, 2.1886)  -0.16
C (2.7756, 2.0395, -1.6468)  -0.13
C (1.5746, 1.9793, -2.3368)  -0.05
C (1.5419, 1.8935, -3.7164)  -0.06
C (2.7239, 1.8639, -4.4422)  -0.08
C (3.9257, 1.9360, -3.7603)  -0.07
C (3.9625, 2.0266, -2.3748)  -0.04
H (2.3965, 2.1676, 4.3083)  0.06
H (0.6452, 2.0138, -1.7895)  0.01
H (0.5798, 1.8566, -4.2173)  0.11
H (2.7065, 1.7937, -5.5238)  0.11
H (4.8618, 1.9267, -4.3061)  0.11
H (4.9162, 2.0904, -1.8896)  0.03
N (-1.8567, 4.6054, 1.6020)  0.20
C (-1.2232, 5.0503, 0.4968)  -0.60
N (-1.3675, 6.3475, 0.1654)  0.20
O (-0.5141, 4.3176, -0.2546)  -0.14
H (-2.2611, 5.2711, 2.2402)  0.12
H (-1.5141, 3.7377, 2.0092)  0.06
H (-1.8898, 6.9919, 0.7275)  0.12
H (-0.9411, 6.6734, -0.6824)  0.12
C (-3.5647, 0.8020, 1.2094)  0.00
N (-3.7391, 0.2339, -0.1322)  -0.07
C (-4.4602, -0.9203, -0.4171)  -0.04
C (-4.4415, -1.0890, -1.7478)  -0.04
N (-3.6916, -0.0361, -2.2552)  0.07
C (-3.2625, 0.7680, -1.2699)  -0.72
S (-2.4260, 2.2515, -1.5166)  0.67
H (-3.9737, 0.1021, 1.9327)  0.09
H (-4.0813, 1.7571, 1.2796)  0.10
H (-2.5153, 0.9540, 1.4196)  0.04
H (-4.9296, -1.5073, 0.3592)  0.13
H (-4.8902, -1.8440, -2.3741)  0.13
H (-3.5002, 0.1442, -3.2262)  0.16
O (-0.3855, -0.0517, -0.0504)  -0.56
As (-0.1944, -1.6948, 0.1037)  1.24
C (0.0648, -2.4175, -1.6446)  -0.29
C (1.1026, -3.2965, -1.9375)  -0.07
C (1.3085, -3.6954, -3.2533)  -0.06
C (0.4923, -3.2080, -4.2650)  -0.06
C (-0.5361, -2.3179, -3.9705)  -0.07
C (-0.7534, -1.9226, -2.6588)  -0.10
C (1.2620, -2.1993, 1.2178)  -0.31
C (1.4820, -3.5471, 1.5005)  -0.10
C (2.5542, -3.9014, 2.3063)  -0.06
C (3.3877, -2.9162, 2.8294)  -0.05
C (3.1538, -1.5738, 2.5553)  -0.03
C (2.0856, -1.2152, 1.7426)  -0.06
C (-1.7578, -2.4435, 0.9063)  -0.30
C (-2.0611, -2.0149, 2.1995)  -0.09
C (-3.1772, -2.5293, 2.8448)  -0.07
C (-3.9766, -3.4738, 2.2025)  -0.07
C (-3.6699, -3.8953, 0.9137)  -0.08
C (-2.5583, -3.3762, 0.2584)  -0.10
H (1.7524, -3.6605, -1.1531)  0.10
H (2.1092, -4.3874, -3.4866)  0.11
H (0.6622, -3.5166, -5.2899)  0.11
H (-1.1616, -1.9278, -4.7663)  0.11
H (-1.5395, -1.2196, -2.4142)  0.08
H (0.8205, -4.3102, 1.1047)  0.11
H (2.7381, -4.9457, 2.5309)  0.11
H (4.2233, -3.1986, 3.4597)  0.12
H (3.8020, -0.8117, 2.9764)  0.11
H (1.8812, -0.1825, 1.5123)  0.08
H (-1.4339, -1.2803, 2.6903)  0.12
H (-3.4189, -2.2041, 3.8516)  0.12
H (-4.8359, -3.8931, 2.7153)  0.11
H (-4.2865, -4.6402, 0.4228)  0.11
H (-2.3137, -3.7011, -0.7467)  0.11

Computed properties:
energy above the lowest of the compared OMol25 structures with the same formula, charge and spin = 37.7 kJ/mol
LUMO level (alpha / beta) = -0.1181 / -0.1147 Eh
Kohn-Sham gap (alpha / beta) = 0.2603 / 0.2632 hartree
max |F| = 1.508 eV/A
E_HOMO (alpha / beta) = -10.298 / -10.281 eV
net charge = +1